110
Properties=species:S:1:pos:R:3:forces:R:3:mulliken_charge:R:1 method="wB97M-V/def2-TZVPD" largest_force_ev_per_a=5.0 total_energy_ha=-3185.283244 charge=+1 lumo_energy_ev="-2.8 / -6.6" spin_multiplicity=7
Mn 26.068459 -11.077434 -25.666342 -0.4 0.3 -0.3 0.24
C 29.421157 -9.892736 -24.430995 -0.2 -1.0 -0.1 -0.26
C 29.446194 -11.273679 -25.128844 -1.4 1.8 0.4 -0.67
O 28.112889 -11.654788 -25.563968 2.8 -0.3 0.6 -0.26
H 29.077138 -9.136432 -25.136509 0.1 -0.1 0.1 -0.25
H 30.405096 -9.623651 -24.046874 0.1 0.0 -0.1 0.52
H 28.740643 -9.939048 -23.580787 0.1 0.2 -0.1 0.02
H 29.918052 -12.037160 -24.510335 -0.6 -0.6 0.1 0.44
H 30.167899 -11.181867 -25.940513 -0.4 -0.5 -0.9 0.38
B 26.267512 -9.006832 -26.454529 -0.4 1.1 -0.3 3.72
H 26.789545 -8.138646 -26.825989 2.1 2.7 -1.2 -0.60
H 26.537840 -9.242401 -25.436845 1.3 -0.5 4.5 -0.15
H 25.200223 -8.850973 -26.483530 -3.6 0.6 -0.2 -1.40
H 26.485825 -9.901159 -27.017330 1.2 -3.6 -3.2 -0.32
C 26.472648 -10.962234 -22.655728 -0.3 0.6 1.0 -0.65
O 25.450669 -11.109360 -23.645494 1.0 -1.6 -0.6 -0.36
C 24.212893 -10.430564 -23.480245 0.7 1.3 -0.8 -0.19
C 23.316500 -10.770657 -24.647263 -1.4 -1.4 1.1 -0.83
O 23.920409 -10.750904 -25.947447 -0.1 -0.4 1.2 0.00
C 23.040889 -11.225448 -26.955809 -0.2 -0.1 -1.9 -0.86
H 26.807347 -9.925031 -22.638521 0.0 0.0 0.0 0.09
H 27.319463 -11.634111 -22.795650 -0.3 -0.1 -0.7 0.27
H 26.092413 -11.214814 -21.665915 -0.3 0.1 0.0 0.41
H 24.434829 -9.367943 -23.578545 0.0 0.3 0.6 -0.14
H 23.787891 -10.669901 -22.505472 -0.3 0.0 -0.2 0.54
H 22.440219 -10.129378 -24.552401 0.1 0.5 -0.5 0.50
H 22.925095 -11.772467 -24.470386 0.0 -0.4 -0.2 0.65
H 23.030633 -12.291970 -27.180573 0.4 -0.4 0.9 0.34
H 23.408780 -10.818092 -27.897522 0.0 0.4 0.1 0.04
H 21.993119 -10.941493 -26.857585 0.2 0.4 0.5 0.37
C 20.542494 -7.059052 -24.782064 0.9 -0.5 -0.3 -0.78
O 21.801085 -7.763518 -24.619445 0.0 -0.2 -0.6 -0.38
C 22.912444 -7.403391 -25.468495 -0.6 0.2 -0.9 1.08
C 22.637138 -7.556725 -27.042347 -2.1 0.1 1.4 0.55
O 21.870108 -6.469209 -27.589261 1.3 -0.3 0.2 -0.46
C 22.692234 -5.541360 -28.289684 -0.2 0.2 0.7 -0.65
H 19.883432 -7.424022 -23.994322 0.2 0.1 0.1 0.28
H 20.094950 -7.314513 -25.742560 0.0 0.2 -0.1 0.30
H 20.682971 -5.980373 -24.712722 0.0 0.0 0.0 0.28
H 23.722311 -8.073769 -25.180727 -0.2 -0.1 -0.1 -1.17
H 23.223744 -6.402012 -25.171099 0.1 0.3 -0.4 0.45
H 21.897792 -8.356699 -27.081220 0.1 -0.5 0.1 0.11
H 23.427880 -7.879681 -27.719490 0.5 0.4 0.5 -0.51
H 22.119639 -4.613925 -28.279207 0.1 0.0 -0.7 0.30
H 22.992701 -5.919717 -29.266750 -0.4 0.1 -0.3 0.23
H 23.620239 -5.325084 -27.760405 0.1 -0.1 0.3 0.27
C 25.392201 -8.200688 -29.807578 0.3 0.1 0.4 -0.06
O 24.716071 -8.416474 -31.009047 -0.4 0.1 -0.6 -0.48
C 24.037798 -9.663851 -31.036116 0.8 0.7 2.3 0.21
C 23.544901 -9.986292 -32.388060 -0.5 -1.2 0.3 -0.62
O 22.535622 -11.042631 -32.233735 1.7 1.6 0.9 -0.28
C 21.898302 -11.412820 -33.405415 0.0 -0.6 -0.8 -0.75
H 26.330943 -8.738373 -29.674346 0.5 -0.3 -0.7 0.13
H 24.861122 -8.570430 -28.930462 -0.7 0.4 0.1 -0.32
H 25.624252 -7.137030 -29.753889 -0.2 -0.1 0.2 0.33
H 23.253246 -9.658292 -30.279457 -0.5 0.1 0.0 0.12
H 24.796816 -10.355342 -30.670288 -0.1 -0.8 -0.2 0.02
H 24.474726 -10.357110 -32.819357 -0.5 -0.2 -1.3 0.29
H 23.170848 -9.072721 -32.850191 -0.2 -0.2 -0.3 0.33
H 22.607138 -11.406368 -34.233427 -0.1 0.1 -0.3 0.33
H 21.035344 -10.788477 -33.636922 0.0 0.2 -0.1 0.27
H 21.568004 -12.444448 -33.283932 -0.2 0.0 0.0 0.23
C 29.798066 -6.217648 -23.266347 -0.4 0.6 -0.9 -0.53
O 28.434725 -6.002206 -23.533481 -1.2 0.2 0.7 -0.43
C 27.616197 -7.149956 -23.757119 0.7 1.1 -0.9 1.27
C 26.146951 -6.800105 -23.847920 0.0 -0.1 0.6 0.71
O 25.585594 -6.648158 -22.559482 -0.2 0.5 -0.4 -0.41
C 26.057959 -5.529063 -21.805570 -0.4 -0.5 0.9 -0.75
H 30.033165 -6.800657 -22.375873 -0.2 -0.3 0.1 0.29
H 30.182486 -5.204652 -23.147336 0.3 -0.2 0.1 0.29
H 30.219711 -6.639484 -24.178688 0.6 -0.3 0.1 0.04
H 27.770431 -7.857700 -22.942625 0.0 -0.4 0.0 0.27
H 27.916619 -7.523441 -24.736081 0.0 -0.6 0.1 -0.90
H 25.620866 -7.619171 -24.338291 0.1 -0.3 0.3 -1.31
H 25.896696 -5.969360 -24.507710 0.5 0.5 0.1 0.47
H 26.980677 -5.779102 -21.281946 0.2 0.0 -0.1 0.25
H 25.289125 -5.394914 -21.044656 0.0 0.2 0.0 0.30
H 26.210428 -4.579489 -22.318551 -0.2 -0.3 -0.6 0.32
C 28.271183 -11.626406 -28.807796 0.5 0.5 -0.2 -1.06
O 27.921238 -12.919828 -28.393442 -0.1 -0.1 -0.4 -0.17
C 27.488356 -13.723888 -29.498430 -0.2 -0.7 1.2 -0.49
C 27.557491 -15.211303 -29.072866 -0.3 -0.6 0.5 -0.61
O 27.079119 -15.425667 -27.731334 -0.9 -0.6 0.2 -0.29
C 26.336694 -16.681631 -27.557017 0.5 0.8 -0.7 -0.80
H 27.458768 -10.923659 -28.992788 -0.6 -0.2 0.2 0.36
H 28.817230 -11.632665 -29.751145 0.4 -0.2 0.0 0.62
H 28.904408 -11.174097 -28.044553 0.1 -0.1 0.0 0.05
H 28.123345 -13.519460 -30.360467 0.1 -0.3 -0.1 0.36
H 26.465245 -13.443619 -29.748990 -0.2 0.0 -0.1 0.25
H 28.560582 -15.633219 -29.135284 0.4 0.4 0.1 0.31
H 26.984148 -15.869620 -29.725554 -0.3 0.4 -0.5 0.47
H 26.189660 -16.936584 -26.507513 0.5 0.4 0.1 0.23
H 26.853937 -17.500351 -28.057276 0.2 -0.1 0.1 0.34
H 25.333672 -16.631094 -27.980692 -0.1 0.3 -0.3 0.33
C 31.607565 -6.326208 -26.991230 -0.3 0.0 -0.3 -0.75
O 30.743354 -6.744336 -28.022355 0.2 -0.3 -0.3 -0.40
C 29.412960 -7.034971 -27.644059 0.8 0.8 -0.3 0.04
C 28.564444 -6.970778 -28.898616 0.1 1.2 0.5 0.45
O 28.721679 -5.719075 -29.547217 0.7 0.7 -1.4 -0.46
C 29.706411 -5.615849 -30.637203 -0.1 -1.2 1.3 -0.67
H 31.732118 -7.151144 -26.289768 0.3 0.1 0.3 0.24
H 31.243140 -5.427276 -26.494021 -0.3 0.0 0.3 0.35
H 32.551565 -6.026071 -27.446084 0.0 -0.4 0.0 0.27
H 29.103589 -6.255608 -26.947655 -0.4 0.1 0.2 0.43
H 29.306623 -8.005439 -27.159302 0.1 -0.3 0.1 -0.18
H 27.540202 -6.892764 -28.534021 -0.1 -0.7 -0.3 -0.63
H 28.761940 -7.832822 -29.535776 -0.2 0.0 -0.3 0.42
H 30.693935 -5.849682 -30.239419 0.0 0.0 0.0 0.23
H 29.778564 -4.629436 -31.095321 -0.7 0.0 0.4 0.30
H 29.476910 -6.372059 -31.387927 -0.1 0.1 -0.2 0.28


7
Properties=species:S:1:pos:R:3:forces:R:3:mulliken_charge:R:1 method="wB97M-V/def2-TZVPD" largest_force_ev_per_a=3.0 total_energy_ha=-290.017238 lumo_energy_ev="-0.4 / -0.4" spin_multiplicity=1
C -0.028280 -0.893349 0.456816 0.3 2.2 1.1 0.20
O -1.805873 -0.646842 -0.963736 -0.1 -0.4 -0.7 -0.51
O -1.146278 -0.379578 0.172527 1.7 -0.9 0.9 0.10
F 0.733232 -1.629592 -0.292828 -1.0 -0.1 -0.3 -0.13
H 0.512818 -0.425498 1.332339 -1.0 -0.9 -0.9 0.34
H 0.599759 1.668694 -0.460246 1.9 2.3 0.7 -0.22
H 1.134622 2.306165 -0.244873 -1.9 -2.3 -0.7 0.22


12
Properties=species:S:1:pos:R:3:forces:R:3:mulliken_charge:R:1 method="wB97M-V/def2-TZVPD" largest_force_ev_per_a=4.8 total_energy_ha=-1576.237318 lumo_energy_ev=-1.3 spin_multiplicity=1
C -1.442415 -0.815803 0.550452 0.0 2.8 -2.0 -0.20
C -0.780205 0.325278 0.194155 -2.2 -1.1 -0.9 -0.12
O -0.311452 0.359951 -1.133955 -0.7 -0.6 -0.2 -0.33
C 0.953827 0.687382 -1.350561 3.7 -0.7 3.0 1.18
O 1.522976 1.530952 -0.595330 -0.3 1.0 -0.6 -0.67
O 1.706816 -0.101577 -1.994806 -0.3 -0.2 -1.5 -0.74
O -2.471789 -0.698535 1.455184 0.1 -0.6 0.8 -0.49
Yb 3.645184 0.158298 -0.589661 -3.1 0.2 0.2 0.63
H -1.602851 -1.582039 -0.216442 0.6 -0.3 0.7 0.33
H 2.034229 -0.535770 0.789118 1.3 -0.2 -0.1 -0.19
H -2.123655 -0.628597 2.346560 0.0 0.0 0.2 0.33
H -1.130661 1.300461 0.545282 0.8 -0.4 0.5 0.26


114
Properties=species:S:1:pos:R:3:forces:R:3:mulliken_charge:R:1 method="wB97M-V/def2-TZVPD" largest_force_ev_per_a=10.2 total_energy_ha=-6227.365987 charge=+1 lumo_energy_ev=-4.8 spin_multiplicity=1
C -1.264531 1.316574 -1.811580 -1.3 -0.2 -0.3 -0.19
C -0.713469 0.223010 -0.725615 -1.7 0.7 0.6 0.07
O 0.733785 0.241741 -0.481898 -0.5 -0.7 -1.9 -0.28
C 1.525720 0.053492 -1.702190 0.9 0.5 0.0 -0.66
C 1.050868 -1.177080 -2.672588 0.1 -0.7 0.3 -0.37
C 1.036246 -2.588505 -1.841525 1.4 -3.4 3.6 0.54
C -0.008859 -3.832832 -2.013904 0.5 0.0 0.7 -0.31
N -0.120367 -5.138439 -1.332761 1.4 4.4 -1.1 -0.69
N 0.759487 -5.401012 -0.334967 2.6 4.9 -0.7 0.18
C 1.798454 -4.399892 0.022469 1.5 1.0 0.6 0.38
C 2.792535 -4.842125 1.294686 -1.3 -0.4 0.6 -0.59
C 3.401186 -3.539521 2.109484 5.2 1.0 -0.8 0.16
O 4.717913 -3.288208 1.922238 -8.1 -1.0 1.0 -0.59
N 2.463844 -2.708249 2.956213 2.4 -0.9 -1.3 0.31
C 2.198735 -3.337184 4.316682 -0.7 0.3 0.0 -0.62
C 2.917842 -1.274763 3.111926 -0.2 1.6 1.1 -0.80
C 2.132046 -2.939737 -0.621189 -5.0 -2.9 -2.7 -0.32
H -2.348063 0.939321 -2.142421 2.6 0.8 0.7 0.03
H -1.458836 2.400342 -1.352298 0.8 -2.5 -0.9 0.01
H -0.645542 1.406270 -2.799276 -1.0 -0.1 2.0 0.24
H -1.224970 0.507024 0.315489 1.3 -0.7 -2.2 0.27
H -1.131583 -0.869693 -0.966274 1.2 2.2 0.3 -0.08
H 1.564353 1.079188 -2.298657 -0.3 -2.3 0.9 0.30
H 2.649692 -0.132246 -1.345879 -2.5 0.3 -0.7 0.51
H 1.883698 -1.271830 -3.522945 -2.0 0.1 1.8 0.42
H -0.019957 -0.992741 -3.144524 2.4 -0.5 0.9 0.05
H -0.827473 -3.655655 -2.867723 2.1 -0.9 2.3 0.39
H 0.696411 -6.329632 0.172197 0.0 1.6 -0.9 0.33
H 3.629497 -5.610413 0.951954 -1.6 2.1 0.6 0.36
H 2.107012 -5.429165 2.069791 1.3 1.2 -1.6 0.23
H 1.191498 -2.832340 4.710653 2.3 -1.4 -0.7 0.32
H 3.104146 -3.048040 5.006424 -1.8 -1.0 -1.1 0.32
H 2.055423 -4.490116 4.160852 0.3 2.3 0.6 0.04
H 2.432545 -0.878212 4.126940 1.0 -0.9 -2.2 0.37
H 4.072990 -1.126928 3.233874 -2.1 -0.6 -0.4 0.30
H 2.509022 -0.540242 2.273437 0.9 -1.9 1.5 0.14
H 3.001029 -2.208733 -0.305373 -1.9 -2.0 -0.4 0.32
C 2.866311 4.717289 0.072924 0.1 -0.2 0.8 0.08
C 1.925100 3.548811 0.353102 0.7 -0.3 -0.2 -0.04
O 0.633399 4.007824 -0.038810 -0.1 1.0 -0.5 -0.30
S 0.795890 5.044962 -1.287157 0.2 0.0 -0.2 1.04
O 0.563488 4.314838 -2.513550 0.1 1.2 1.4 -0.55
O 0.104385 6.269370 -0.956933 0.5 -1.6 -0.6 -0.51
O 2.399750 5.299453 -1.143052 -1.3 -0.4 -0.4 -0.35
H 2.799723 5.474644 0.860660 0.1 -0.1 0.0 0.27
H 3.905356 4.394157 -0.033108 -0.5 0.3 -0.2 -0.06
H 1.927152 3.255431 1.405573 -0.2 0.2 -0.2 0.36
H 2.177778 2.681929 -0.266574 0.0 0.0 0.1 0.02
C 1.204186 -7.622266 7.960196 0.7 -0.4 0.0 -0.37
C 2.135051 -6.423245 7.800326 0.0 -0.1 0.9 -0.34
O 1.752747 -5.815625 6.568490 -0.9 -0.4 -0.6 -0.25
S 0.151605 -6.032307 6.345285 -0.4 0.1 0.4 1.13
O -0.531295 -4.836059 6.785477 0.7 -1.6 -0.9 -0.55
O -0.052548 -6.620811 5.042064 0.3 1.0 1.3 -0.54
O -0.065047 -7.186692 7.475929 0.1 1.1 -0.7 -0.29
H 1.534540 -8.462940 7.341584 0.0 0.1 0.1 0.28
H 1.124204 -7.946891 9.001107 -0.2 0.2 -0.2 0.32
H 3.188067 -6.713698 7.776570 -0.2 0.1 -0.3 0.31
H 1.977338 -5.692451 8.600575 0.0 -0.1 0.0 0.30
C -6.355220 3.131387 -0.138172 0.0 0.5 0.7 -0.37
C -4.869666 3.421084 0.059113 -0.3 0.7 -0.5 -0.35
O -4.254103 2.141716 0.189812 -0.6 -1.1 -0.3 -0.29
S -5.077750 1.062592 -0.714358 -0.4 0.3 0.2 1.26
O -4.390972 0.915526 -1.978413 -1.1 -0.3 1.4 -0.59
O -5.432978 -0.059025 0.123610 0.8 1.1 -1.3 -0.64
O -6.410589 1.968144 -0.962182 1.2 -0.7 -0.2 -0.34
H -6.841050 2.897320 0.814577 0.1 0.1 -0.1 0.31
H -6.877971 3.963418 -0.617474 0.1 -0.3 -0.1 0.32
H -4.678550 4.033153 0.943769 0.1 -0.3 -0.1 0.34
H -4.443566 3.912391 -0.822016 -0.1 0.0 0.1 0.28
C -4.274950 -2.661377 -2.526617 -0.9 0.5 0.5 0.18
C -5.250121 -3.666393 -1.919406 0.5 -0.3 0.3 -0.52
O -6.323726 -3.755683 -2.853310 0.2 0.5 -0.7 -0.36
S -5.737249 -3.527940 -4.358170 -0.5 0.0 -0.1 1.16
O -5.521445 -4.825250 -4.959457 -0.4 1.8 0.6 -0.56
O -6.505365 -2.483308 -4.994679 0.9 -1.5 0.6 -0.58
O -4.287089 -2.918481 -3.929808 -6.2 1.7 6.0 -0.02
H -4.616790 -1.633864 -2.365647 0.1 -0.1 0.2 0.13
H -3.263596 -2.774313 -2.127013 0.0 -0.1 -0.3 0.04
H -5.616611 -3.351335 -0.939510 -0.2 0.0 -0.3 0.37
H -4.792628 -4.657813 -1.835035 0.0 0.1 0.0 0.33
C 6.699489 2.244865 2.909892 -0.4 0.0 0.6 -0.43
C 5.564408 1.436374 2.287276 0.5 -0.6 0.3 -0.14
O 5.062556 2.250641 1.229972 0.4 0.9 -0.2 -0.24
S 6.289451 3.127483 0.608440 0.8 -0.1 -0.4 1.12
O 6.778983 2.446735 -0.569725 -0.7 1.2 1.5 -0.57
O 5.902920 4.519243 0.609790 0.5 -1.8 -0.2 -0.57
O 7.356558 2.883871 1.816675 -0.8 -0.1 -1.0 -0.30
H 6.310646 3.022505 3.575193 0.0 -0.1 0.0 0.30
H 7.401965 1.613734 3.460780 0.0 0.2 -0.3 0.33
H 4.773852 1.206716 3.005642 0.0 0.2 -0.2 0.20
H 5.938435 0.505456 1.848155 0.0 0.0 0.1 0.27
C -0.887234 -1.465127 -6.919171 0.5 0.0 -0.7 -0.35
C -1.569210 -2.462958 -7.851351 -0.3 0.6 -0.2 -0.48
O -1.627039 -3.682361 -7.114811 0.8 0.2 1.0 -0.31
S -1.786943 -3.336352 -5.528893 -1.3 -0.3 -1.6 0.92
O -3.188788 -3.428325 -5.186110 8.1 -2.3 -5.8 -0.43
O -0.751562 -4.033893 -4.802375 -1.0 0.6 -0.5 -0.63
O -1.387173 -1.758198 -5.615575 -0.5 -0.9 0.3 -0.18
H 0.197476 -1.612961 -6.909150 -0.1 0.0 -0.1 0.30
H -1.109975 -0.429343 -7.189009 -0.1 -0.2 0.3 0.34
H -1.020233 -2.602461 -8.785661 0.0 -0.2 0.3 0.33
H -2.595935 -2.154760 -8.075363 0.1 0.0 0.0 0.30
C -0.705639 9.787334 0.959860 0.2 -0.7 -0.1 -0.29
C -1.016376 9.570707 -0.518731 0.7 0.3 -0.1 -0.07
O -2.434536 9.675930 -0.621348 -0.5 0.3 1.0 -0.31
S -2.969166 10.738205 0.494971 -0.4 0.4 -0.1 1.10
O -3.141623 12.021284 -0.149307 0.0 -1.7 1.1 -0.53
O -4.007480 10.101363 1.271334 1.1 0.9 -1.1 -0.53
O -1.611457 10.799761 1.395380 -0.7 0.2 -0.8 -0.32
H -0.903043 8.880783 1.541020 0.1 0.0 -0.1 0.29
H 0.327843 10.104831 1.122296 -0.3 0.2 0.0 0.31
H -0.674968 8.596903 -0.877783 -0.3 0.1 0.1 0.12
H -0.573721 10.360913 -1.134330 0.0 -0.1 0.1 0.29